Below is one molecule with the formula C4H8O3 at a distorted geometry, with properties calculated with ωB97M-V/def2-TZVPD.

CARTESIAN COORDINATES (ANGSTROEM)
H1 2.952511 0.163206 -0.338549
H2 3.184613 0.089826 1.439271
O1 -1.768416 -0.948024 0.779757
H3 -2.157776 -0.747890 -0.123681
H4 -1.091820 1.017085 0.956426
C1 -1.796214 0.580661 -1.117898
O2 0.645675 -0.888074 -1.071434
C2 2.602351 -0.281175 0.596275
H5 2.676941 -1.368140 0.521377
C3 0.367443 -0.270249 -0.070988
H6 -1.777133 -0.171972 -1.938669
O3 1.251928 0.110472 0.854407
H7 -2.845248 0.927338 -1.013559
H8 -1.190379 1.410332 -1.440464
C4 -1.047457 0.158372 0.285748

Atoms 1-6, force components in eV/Å:
0.0 -0.1 0.1
-0.1 -0.1 -0.1
-0.7 0.5 -1.7
-1.7 -3.3 1.8
0.3 0.0 0.1
0.9 0.6 0.6

Output
Electronic energy, hartree: -382.87257
LUMO level, Ha: 0.0319
Total charge: 0
Energy relative to the best compared isomer or geometry (same formula, charge and spin), eV: 2.510


Below is C4H8O3 as an isolated structure at a distorted geometry, with properties calculated with ωB97M-V/def2-TZVPD.

CARTESIAN COORDINATES (ANGSTROEM)
H1 1.472321 -3.262250 0.227109
C1 1.329840 -2.348740 0.802078
H2 0.301442 -2.027420 0.636430
H3 -1.863978 2.304673 -2.668433
C2 -1.446681 1.982858 -1.688568
C3 -0.039783 0.541455 0.879886
O1 -1.529741 2.827270 -0.779870
H4 0.369446 -0.695451 -0.919106
O2 -0.370084 1.773516 1.093218
H5 2.070849 -1.604629 0.479263
H6 -0.898314 2.331529 0.196025
H7 0.382282 0.028791 1.788461
H8 1.437221 -2.564961 1.865058
C4 -0.293287 -0.093299 -0.316880
O3 -0.921533 0.806658 -1.594670

Atoms 1-6, force components in eV/Å:
0.1 -0.1 0.1
0.0 -0.3 0.1
0.3 0.0 0.0
0.4 -0.8 0.3
0.2 0.0 0.6
-0.5 0.5 -0.8

Output
Electronic energy, hartree: -382.83458
LUMO level, Ha: 0.0308
Total charge: 0
Energy relative to the best compared isomer or geometry (same formula, charge and spin), eV: 3.544


Below is one molecule with the formula C4H8O3 at a distorted geometry, with properties calculated with ωB97M-V/def2-TZVPD.

CARTESIAN COORDINATES (ANGSTROEM)
H1 -2.583168 1.429624 -0.207628
H2 -1.481825 -1.945025 -0.191885
H3 -1.710882 1.189292 -1.724105
H4 2.666657 -1.107173 0.295230
C1 -1.144146 -0.112679 -0.030784
H5 2.290583 0.086212 1.575593
O1 1.188734 0.290127 -0.140174
O2 -2.027603 -1.145454 -0.319297
C2 0.247884 -0.647722 -0.097375
H6 -0.901906 1.993298 -0.356718
H7 -0.962715 0.048947 1.079641
C3 -1.599605 1.201973 -0.634331
O3 0.422998 -1.827824 0.145615
C4 2.417453 -0.064829 0.497704
H8 3.177548 0.611230 0.108514

Atoms 1-6, force components in eV/Å:
0.2 0.0 -0.1
-0.4 0.0 0.0
0.2 -0.3 0.2
0.1 0.2 0.0
0.2 0.3 0.6
0.1 -0.1 -0.2

Output
Electronic energy, hartree: -382.91943
LUMO level, Ha: 0.0286
Total charge: 0
Energy relative to the best compared isomer or geometry (same formula, charge and spin), eV: 1.235